{
  "formula": "C6H12ClN",
  "method": "ωB97M-V/def2-TZVPD",
  "elements": ["C", "C", "C", "C", "C", "C", "H", "H", "H", "H", "H", "H", "H", "H", "H", "H", "H", "H", "N", "Cl"],
  "coordinates": [[0.8277, -1.8895, -0.4150], [1.5523, -0.0252, 0.9982], [0.4227, 0.5216, 0.1932], [0.6481, 1.8481, -0.5126], [-0.9728, 0.2000, 0.6077], [-2.0339, 0.0767, -0.5125], [1.6920, -2.4922, -0.6943], [0.1292, -2.0331, -1.2429], [0.4598, -2.3283, 0.5418], [2.3989, 0.5946, 1.2756], [1.3180, -0.6708, 1.7921], [-0.0399, 1.9249, -1.3580], [0.5018, 2.6642, 0.1883], [1.6978, 1.8555, -0.8230], [-1.0652, -0.6880, 1.2394], [-1.2993, 1.0318, 1.2765], [-1.8697, -0.7506, -1.2314], [-2.0382, 0.9323, -1.1801], [1.2995, -0.5756, -0.3393], [-3.6288, -0.1963, 0.1962]],
  "atomic_forces_ev_per_a": [[0.1, -2.1, 0.2], [-0.3, 0.6, -0.7], [0.9, -0.9, -0.5], [0.2, -0.8, 0.3], [-1.4, 0.5, 0.6], [1.1, -0.5, -0.7], [0.1, -0.3, 0.1], [-0.2, 0.2, 0.3], [-0.2, 0.3, -0.5], [0.3, 0.0, -0.8], [-0.6, -0.9, 1.1], [0.3, 0.3, 0.0], [-0.2, 0.2, 0.0], [-0.3, 0.2, -0.3], [0.3, 0.0, -0.2], [0.0, -0.4, -0.4], [0.2, 0.1, 0.8], [-0.3, 0.5, 0.4], [0.4, 3.1, 0.5], [-0.3, 0.1, 0.0]],
  "mulliken_charge": [-0.89, -0.85, 1.18, -1.45, -1.04, -0.27, 0.32, 0.29, 0.30, 0.26, 0.34, 0.32, 0.30, 0.39, 0.38, 0.42, 0.23, 0.31, -0.31, -0.22],
  "relative_energy_kcal_mol": 38.4,
  "spin_multiplicity": 1,
  "gap_ev": 9.926,
  "smiles": "CN1C[C@]1(C)CCCl",
  "largest_force_ha_per_bohr": 0.0615
}